Entry 1:
23
Properties=species:S:1:pos:R:3:mulliken_charge:R:1 method="wB97M-V/def2-TZVPD" lumo_ev=1.0 orbital_gap_ha=0.367 mol_weight_g_mol=122.21 e_above_lowest_kcal_mol=8.6 energy_ha=-351.31655
C -1.977 1.963 -0.170 -1.401
C -0.479 1.833 -0.065 0.654
C 0.105 0.552 -0.009 -0.057
C 1.450 0.470 0.278 -0.138
C 2.272 1.587 0.392 -0.566
C 1.713 2.850 0.217 -0.490
C 0.341 2.949 0.039 -0.477
H -2.415 1.315 0.586 0.332
H -2.330 1.566 -1.120 0.315
H -2.381 2.954 -0.011 0.366
H -0.603 -0.254 -0.097 0.153
H 1.933 -0.489 0.453 0.259
H 3.301 1.420 0.665 0.377
H 2.350 3.716 0.139 0.367
H -0.117 3.923 -0.040 0.309
C 0.329 -3.475 0.031 -0.727
C -1.108 -3.118 -0.330 -0.715
H 1.042 -2.723 -0.297 0.142
H 0.463 -3.559 1.104 0.272
H 0.603 -4.431 -0.412 0.322
H -1.207 -2.075 -0.606 0.145
H -1.808 -3.328 0.472 0.247
H -1.478 -3.645 -1.219 0.312

Entry 2:
23
Properties=species:S:1:pos:R:3:mulliken_charge:R:1 method="wB97M-V/def2-TZVPD" lumo_ev=1.0 orbital_gap_ha=0.364 mol_weight_g_mol=122.21 e_above_lowest_kcal_mol=20.8 energy_ha=-351.29712
C 2.186 0.282 -0.482 -1.408
C 0.864 0.963 -0.240 0.693
C -0.282 0.476 -0.874 -0.490
C -1.534 0.853 -0.415 -0.425
C -1.595 1.831 0.580 -0.374
C -0.452 2.469 1.063 -0.462
C 0.802 2.028 0.637 -0.468
H 2.094 -0.772 -0.705 0.241
H 2.786 0.290 0.432 0.378
H 2.874 0.835 -1.139 0.332
H -0.227 -0.260 -1.667 0.539
H -2.450 0.363 -0.712 0.384
H -2.527 1.994 1.116 0.332
H -0.451 3.219 1.843 0.346
H 1.757 2.311 1.064 0.357
C -0.471 -4.091 0.026 -1.044
C 0.105 -2.678 -0.208 -0.551
H -1.434 -4.152 0.524 0.302
H -0.625 -4.674 -0.876 0.276
H 0.216 -4.670 0.649 0.275
H -0.188 -2.431 -1.233 0.254
H -0.529 -1.899 0.232 0.247
H 1.118 -2.596 0.147 0.269

Entry 3:
23
Properties=species:S:1:pos:R:3:mulliken_charge:R:1 method="wB97M-V/def2-TZVPD" lumo_ev=1.0 orbital_gap_ha=0.367 mol_weight_g_mol=122.21 e_above_lowest_kcal_mol=22.6 energy_ha=-351.29417
C 2.877 -1.086 0.965 -1.393
C 1.903 0.004 0.642 0.850
C 2.371 1.191 0.076 -0.321
C 1.488 2.242 -0.057 -0.650
C 0.191 2.068 0.351 -0.196
C -0.267 0.991 1.089 -0.865
C 0.630 -0.121 1.165 -0.252
H 2.919 -1.880 0.206 0.278
H 2.560 -1.614 1.885 0.334
H 3.911 -0.748 1.067 0.376
H 3.386 1.188 -0.318 0.355
H 1.821 3.174 -0.507 0.359
H -0.683 2.774 0.275 0.274
H -1.237 0.898 1.565 0.540
H 0.366 -1.041 1.680 0.299
C -2.632 -1.433 -1.878 -0.924
C -2.969 -0.632 -0.634 -0.508
H -3.392 -1.337 -2.653 0.309
H -1.781 -1.084 -2.482 0.314
H -2.333 -2.467 -1.584 0.233
H -2.178 0.108 -0.468 -0.058
H -3.915 -0.106 -0.746 0.333
H -3.034 -1.091 0.361 0.313

Entry 4:
23
Properties=species:S:1:pos:R:3:mulliken_charge:R:1 method="wB97M-V/def2-TZVPD" lumo_ev=1.0 orbital_gap_ha=0.372 mol_weight_g_mol=122.21 e_above_lowest_kcal_mol=12.1 energy_ha=-351.31084
C -1.282 -0.106 2.270 -1.402
C -0.845 -0.766 0.984 0.950
C 0.492 -1.084 0.774 -0.425
C 0.935 -1.510 -0.470 -0.394
C 0.029 -1.803 -1.478 -0.559
C -1.319 -1.604 -1.241 -0.418
C -1.753 -1.074 -0.017 -0.497
H -1.556 0.912 1.979 0.280
H -0.486 -0.123 3.008 0.360
H -2.141 -0.570 2.748 0.377
H 1.211 -0.823 1.544 0.279
H 1.982 -1.738 -0.638 0.371
H 0.296 -2.363 -2.363 0.385
H -2.094 -1.807 -1.937 0.403
H -2.766 -0.678 -0.042 0.286
C 1.048 2.452 -0.496 -0.609
C 2.009 3.645 -0.579 -0.966
H 1.530 1.490 -0.327 0.170
H 0.360 2.720 0.299 0.201
H 0.461 2.198 -1.370 0.344
H 1.631 4.421 -1.245 0.285
H 2.238 3.984 0.425 0.292
H 2.963 3.364 -1.039 0.287

Entry 5:
23
Properties=species:S:1:pos:R:3:mulliken_charge:R:1 method="wB97M-V/def2-TZVPD" lumo_ev=1.0 orbital_gap_ha=0.360 mol_weight_g_mol=122.21 e_above_lowest_kcal_mol=66.0 energy_ha=-351.22508
C -0.790 -2.869 1.309 -1.127
C 0.214 -1.842 0.894 0.679
C 1.280 -1.233 1.591 -0.366
C 2.274 -0.488 0.865 -0.431
C 1.981 0.000 -0.335 -0.453
C 0.962 -0.611 -1.136 -0.452
C 0.049 -1.408 -0.526 -0.208
H -1.376 -2.721 2.211 0.329
H -0.163 -3.891 1.343 0.217
H -1.658 -3.024 0.554 0.283
H 1.176 -1.155 2.649 0.380
H 3.338 -0.411 1.086 0.341
H 2.553 0.698 -0.895 0.419
H 0.798 -0.120 -2.139 0.288
H -0.785 -1.927 -1.172 0.096
C -1.867 2.553 -1.293 -0.869
C -0.610 2.777 -0.327 -0.623
H -2.754 3.005 -0.765 0.260
H -1.682 2.733 -2.288 0.357
H -2.036 1.458 -1.410 0.234
H -0.145 1.833 -0.200 -0.124
H -0.764 3.045 0.630 0.443
H 0.007 3.597 -0.647 0.327

Entry 6:
23
Properties=species:S:1:pos:R:3:mulliken_charge:R:1 method="wB97M-V/def2-TZVPD" lumo_ev=1.0 orbital_gap_ha=0.357 mol_weight_g_mol=122.21 e_above_lowest_kcal_mol=44.1 energy_ha=-351.25995
C -0.374 -0.820 -1.881 -0.915
C -0.577 0.240 -0.903 0.471
C -1.379 0.112 0.258 -0.330
C -1.858 1.169 0.933 -0.489
C -1.658 2.434 0.347 -0.421
C -0.730 2.574 -0.647 -0.342
C -0.161 1.499 -1.359 -0.422
H 0.204 -0.601 -2.794 0.291
H -1.406 -1.091 -2.251 0.338
H 0.065 -1.597 -1.203 0.135
H -1.604 -0.867 0.509 0.489
H -2.595 1.021 1.748 0.325
H -2.277 3.330 0.463 0.323
H -0.569 3.602 -1.168 0.201
H 0.465 1.780 -2.172 0.367
C 1.869 -1.461 2.011 -0.973
C 1.721 -1.798 0.587 -0.643
H 0.917 -1.553 2.574 0.277
H 2.792 -2.042 2.378 0.274
H 2.147 -0.468 2.089 0.310
H 2.637 -1.944 0.133 0.437
H 0.983 -2.564 0.312 0.323
H 1.387 -0.955 0.038 -0.024

Entry 7:
23
Properties=species:S:1:pos:R:3:mulliken_charge:R:1 method="wB97M-V/def2-TZVPD" lumo_ev=1.1 orbital_gap_ha=0.361 mol_weight_g_mol=122.21 e_above_lowest_kcal_mol=18.3 energy_ha=-351.30097
C 0.198 1.546 -1.081 -1.676
C -0.401 1.201 0.254 0.821
C -1.443 0.284 0.380 -0.333
C -1.655 -0.299 1.643 -0.425
C -0.848 0.115 2.681 -0.406
C 0.063 1.169 2.610 -0.537
C 0.327 1.712 1.362 -0.544
H 0.144 2.643 -1.147 0.500
H -0.255 1.109 -1.959 0.343
H 1.303 1.457 -1.049 0.352
H -2.118 0.009 -0.416 0.371
H -2.371 -1.104 1.741 0.394
H -1.039 -0.391 3.622 0.338
H 0.560 1.515 3.494 0.391
H 1.054 2.484 1.169 0.399
C 0.853 -1.454 -2.416 -0.743
C 0.846 -1.896 -0.957 -0.495
H 0.517 -2.336 -2.969 0.330
H 0.029 -0.749 -2.489 0.104
H 1.781 -1.076 -2.817 0.286
H -0.017 -2.553 -0.786 0.243
H 1.798 -2.306 -0.605 0.336
H 0.675 -1.080 -0.265 -0.048

Entry 8:
23
Properties=species:S:1:pos:R:3:mulliken_charge:R:1 method="wB97M-V/def2-TZVPD" lumo_ev=-1.1 orbital_gap_ha=0.299 mol_weight_g_mol=122.21 e_above_lowest_kcal_mol=152.4 energy_ha=-351.08727
C -2.369 -0.752 0.652 0.156
C -2.589 -1.836 1.338 -0.623
C -1.988 0.284 -0.159 0.424
C -2.738 0.978 -1.194 -1.132
C 2.122 -0.624 1.969 -0.994
C 0.721 -0.499 -1.657 -1.537
C -0.278 0.929 0.186 -0.778
C 2.023 0.025 0.554 -0.623
C 0.686 -0.244 -0.185 0.634
H -2.057 1.679 -1.662 0.314
H -3.674 1.401 -0.711 0.380
H -3.086 0.157 -1.948 0.282
H 0.981 -0.735 2.224 0.253
H 2.641 -0.078 2.785 0.310
H 2.539 -1.602 1.916 0.296
H 1.207 0.337 -2.151 0.384
H -0.327 -0.437 -1.903 0.354
H 1.294 -1.412 -2.039 0.346
H -0.316 0.943 1.276 0.350
H -0.089 1.933 -0.310 0.374
H 2.723 -0.309 -0.182 0.440
H 2.252 1.057 0.833 0.239
H 0.322 -1.194 0.368 0.152

Entry 9:
23
Properties=species:S:1:pos:R:3:mulliken_charge:R:1 method="wB97M-V/def2-TZVPD" lumo_ev=1.0 orbital_gap_ha=0.370 mol_weight_g_mol=122.21 e_above_lowest_kcal_mol=6.7 energy_ha=-351.31945
C -1.759 -0.002 2.048 -1.571
C -0.588 -0.647 1.391 0.697
C 0.706 -0.178 1.611 -0.363
C 1.768 -0.663 0.878 -0.388
C 1.601 -1.757 0.019 -0.453
C 0.346 -2.305 -0.128 -0.416
C -0.719 -1.783 0.605 -0.383
H -2.650 0.056 1.405 0.344
H -1.540 1.041 2.305 0.355
H -2.137 -0.458 2.965 0.381
H 0.854 0.641 2.300 0.330
H 2.713 -0.134 0.826 0.381
H 2.506 -2.088 -0.478 0.358
H 0.165 -3.152 -0.787 0.365
H -1.703 -2.215 0.451 0.348
C 0.768 1.540 -2.104 -0.618
C -0.660 1.944 -1.780 -0.680
H 0.985 1.501 -3.166 0.331
H 1.554 2.086 -1.582 0.278
H 0.910 0.529 -1.700 0.036
H -0.875 1.791 -0.728 0.110
H -0.923 2.977 -2.026 0.314
H -1.321 1.274 -2.325 0.245

Entry 10:
23
Properties=species:S:1:pos:R:3:mulliken_charge:R:1 method="wB97M-V/def2-TZVPD" lumo_ev=1.0 orbital_gap_ha=0.370 mol_weight_g_mol=122.21 e_above_lowest_kcal_mol=23.1 energy_ha=-351.29341
C -0.935 -0.678 2.266 -1.613
C -0.627 -0.820 0.772 1.172
C -1.691 -0.982 -0.093 -0.560
C -1.407 -1.170 -1.432 -0.477
C -0.072 -1.135 -1.875 -0.401
C 0.976 -0.952 -1.017 -0.568
C 0.676 -0.766 0.352 -0.694
H -1.393 -1.646 2.479 0.391
H -1.816 -0.080 2.495 0.387
H -0.094 -0.300 2.838 0.333
H -2.629 -1.332 0.350 0.301
H -2.098 -1.466 -2.227 0.334
H 0.030 -1.211 -2.955 0.352
H 1.990 -0.851 -1.352 0.398
H 1.440 -0.486 1.058 0.643
C 1.729 2.246 0.728 -0.299
C 0.773 2.854 -0.327 -0.898
H 1.595 2.733 1.706 0.320
H 1.542 1.165 0.810 -0.287
H 2.740 2.493 0.395 0.324
H -0.233 2.441 -0.306 0.265
H 1.142 2.522 -1.312 0.237
H 0.901 3.924 -0.329 0.340

Entry 11:
23
Properties=species:S:1:pos:R:3:mulliken_charge:R:1 method="wB97M-V/def2-TZVPD" lumo_ev=0.9 orbital_gap_ha=0.364 mol_weight_g_mol=122.21 e_above_lowest_kcal_mol=53.9 energy_ha=-351.24426
C 1.358 -0.561 -1.446 -1.353
C -0.153 -0.592 -1.885 0.792
C -0.633 -1.271 -2.959 -0.270
C -2.101 -1.356 -3.215 -0.488
C -2.933 -0.460 -2.549 -0.539
C -2.429 0.067 -1.321 -0.265
C -1.137 0.026 -0.987 -0.360
H 1.605 0.375 -1.033 0.380
H 1.954 -0.720 -2.304 0.390
H 1.545 -1.455 -0.776 0.263
H 0.132 -1.392 -3.791 0.209
H -2.515 -1.861 -4.065 0.360
H -3.964 -0.283 -2.784 0.367
H -2.966 0.506 -0.534 0.387
H -0.743 0.666 -0.079 0.125
C 2.057 1.599 3.330 -1.032
C 1.243 0.489 4.067 -0.915
H 2.193 1.388 2.389 0.339
H 1.643 2.570 3.531 0.287
H 3.003 1.563 3.643 0.397
H 1.340 0.431 5.103 0.371
H 1.264 -0.527 3.613 0.266
H 0.236 0.800 4.051 0.288